*i*
Density functional theory data (ωB97M-V/def2-TZVPD) for a cluster of 3 separate species, C3H12N4 in total.

LUMO level (eV): -5.7
Net charge: +2

Structure (XYZ):
```
19
C3H12N4 (ωB97M-V/def2-TZVPD)
C 3.3089 -0.7527 -0.2528
C 4.9802 1.9686 1.4458
C 5.6151 2.4936 0.1142
N 2.6633 -1.6414 0.4483
N 4.0203 -0.1393 -0.9591
N 5.5189 1.9471 -1.0299
N -12.6154 -2.3016 -0.6478
H 4.8672 2.7792 2.0904
H 4.2169 1.2569 1.2192
H 5.7705 1.3227 1.9467
H 6.3222 3.1992 0.2596
H 2.3848 -1.6708 1.4055
H -12.2823 -3.1623 -0.9562
H 4.9280 1.0841 -1.1258
H 6.0803 2.1924 -1.8048
H 2.5834 -2.5026 -0.0826
H -12.0644 -1.7369 -0.0736
H -13.6381 -2.5075 -0.4082
H -12.6598 -1.8285 -1.5889
```

*ii*
Density functional theory data (ωB97M-V/def2-TZVPD) for a cluster of 2 separate species, C3H12N4 in total.

LUMO level (eV): -11.0
Net charge: +2

Structure (XYZ):
```
19
C3H12N4 (ωB97M-V/def2-TZVPD)
C -0.4802 -0.6764 0.6158
C 0.3744 -0.9610 1.7477
C -1.4961 0.3872 0.5887
N 0.9377 1.3716 -0.3320
N -0.1882 -1.2884 -0.5424
N 1.5178 1.7986 -1.3248
N -0.7745 -1.3005 -1.8357
H 1.0107 -0.1095 1.7420
H 0.8160 -1.9298 1.5971
H -0.0832 -0.9812 2.6804
H -1.8025 0.5883 1.6003
H -2.4022 0.2551 0.0408
H -0.9117 1.3359 0.2822
H 1.1203 1.9081 0.4901
H 0.5486 -2.0481 -0.4114
H 2.0303 2.6751 -1.4399
H 1.4339 1.1908 -2.1487
H -0.4143 -2.0678 -2.3641
H -1.8155 -1.1399 -1.8369
```

*iii*
Density functional theory data (ωB97M-V/def2-TZVPD) for the ion C3H12N4 with charge +2.

LUMO level (eV): -7.2
SMILES: C[C@H]([NH3+])/C(N)=N/[NH3+]
Net charge: +2

Structure (XYZ):
```
19
C3H12N4 (ωB97M-V/def2-TZVPD)
C -1.9913 -0.3752 -0.3186
C -0.7960 -0.3854 0.5826
N -0.8119 0.7514 1.5811
C 0.4859 -0.4378 -0.1988
N 0.4659 -1.1886 -1.3260
N 1.4358 0.3456 0.2134
N 2.5854 0.6935 -0.4587
H -2.0755 0.2886 -1.1712
H -2.9084 -0.2170 0.2269
H -2.1607 -1.2772 -0.7808
H -0.8508 -1.2769 1.1363
H -1.5309 1.4555 1.1955
H 0.0192 1.2440 1.4777
H -0.9982 0.4163 2.5506
H -0.3249 -1.8002 -1.5331
H 1.0976 -1.3163 -2.1349
H 2.7159 0.0009 -1.2071
H 2.3851 1.6912 -0.7517
H 3.3028 0.5764 0.2619
```

Stability ranking, top entry: *i*; the second entry is 234.2 kJ/mol less favorable.

*i*
Density functional theory data (ωB97M-V/def2-TZVPD) for a structure of composition C40H54BrF4N9SSiSr.

LUMO level (eV): 0.1

Structure (XYZ):
```
111
C40H54BrF4N9SSiSr (ωB97M-V/def2-TZVPD)
Sr 0.8436 0.5997 -0.3547
C -0.1302 3.9292 0.6165
N -0.1052 3.0375 -0.5441
C -1.4522 2.9707 -1.1280
C 0.8712 3.5192 -1.5512
C 1.5067 2.3459 -2.3126
N 0.6148 1.2659 -2.6561
C -0.0338 1.2652 -3.8286
C -0.7197 0.0788 -4.1984
F -0.6925 -0.9586 -3.3323
C -1.3855 -0.0749 -5.3878
F -1.9847 -1.2531 -5.6412
C -1.4496 0.9385 -6.3311
C -0.8107 2.1132 -5.9955
F -0.8489 3.1520 -6.8507
C -0.1337 2.2844 -4.8035
F 0.4191 3.5058 -4.5765
H -0.9104 3.6083 1.3095
H -0.3397 4.9683 0.3261
H 0.8300 3.8911 1.1312
H -1.8172 3.9719 -1.3961
H -2.1416 2.5334 -0.4014
H -1.4493 2.3570 -2.0234
H 1.6648 4.0513 -1.0217
H 0.4063 4.2263 -2.2453
H 2.3399 1.9215 -1.7247
H 2.0423 2.7487 -3.1759
H -1.9748 0.8193 -7.2656
C 1.3357 -3.5201 -2.3192
C 1.7195 -3.4214 -3.6421
C 2.3672 -2.2665 -4.0571
C 2.5856 -1.2419 -3.1487
N 2.1852 -1.3172 -1.8723
C 1.5962 -2.4463 -1.4821
C 3.3187 -0.0169 -3.5728
C 3.1350 0.5234 -4.8443
C 3.8707 1.6383 -5.2031
C 4.7699 2.1684 -4.2896
C 4.8761 1.5653 -3.0460
N 4.1672 0.4989 -2.6848
H 0.8451 -4.4009 -1.9270
H 1.5348 -4.2276 -4.3396
H 2.7237 -2.1655 -5.0728
H 1.3193 -2.4973 -0.4348
H 2.4021 0.0988 -5.5178
H 3.7362 2.0928 -6.1763
H 5.3688 3.0365 -4.5289
H 5.5544 1.9562 -2.2953
N 1.6052 -1.0098 1.4895
C 2.4584 -1.3323 2.2062
C 3.4441 -1.7038 3.1164
C 3.7709 -0.7379 4.0852
N 3.9865 0.0895 4.8673
C 4.0985 -2.9519 3.0267
N 4.6330 -3.9712 2.9538
S 3.4096 1.9293 0.9121
C 3.4921 3.0663 2.1816
N 3.7720 2.7041 3.4233
C 3.9345 3.6239 4.5405
C 3.1229 4.8815 4.2902
C 3.4728 5.4327 2.9186
N 3.3020 4.3773 1.9291
H 3.8821 1.7190 3.6280
H 4.9922 3.8727 4.6689
H 3.6081 3.1016 5.4381
H 3.3344 5.6255 5.0572
H 2.0570 4.6471 4.3293
H 4.5028 5.8031 2.9129
H 2.8183 6.2618 2.6500
H 3.2328 4.6118 0.9537
C -1.3462 -1.0074 3.4771
C -2.7322 -0.9115 2.8149
C -3.7998 -1.1452 3.8946
C -2.8667 0.5362 2.3135
Si -2.8724 -2.2273 1.4185
Br -1.6961 -1.3053 -0.3313
C -4.6302 -2.4327 0.6642
C -4.6180 -2.9974 -0.7672
C -5.4793 -3.3695 1.5378
C -5.3452 -1.0764 0.5874
C -2.0003 -3.8851 1.8090
C -2.2681 -4.8917 0.6786
C -2.5558 -4.4799 3.1150
C -0.4773 -3.7519 1.9399
H -1.2373 -0.1792 4.1847
H -0.5304 -0.9349 2.7539
H -1.2162 -1.9298 4.0412
H -3.6347 -0.4395 4.7149
H -3.7531 -2.1490 4.3166
H -4.8136 -0.9797 3.5220
H -2.7058 1.2107 3.1606
H -3.8423 0.7628 1.8970
H -2.1183 0.7739 1.5545
H -4.1938 -3.9956 -0.8342
H -4.0747 -2.3519 -1.4571
H -5.6526 -3.0581 -1.1190
H -5.1056 -4.3951 1.5204
H -6.5021 -3.3907 1.1489
H -5.5333 -3.0466 2.5792
H -4.7704 -0.3466 0.0130
H -5.5629 -0.6556 1.5691
H -6.3025 -1.2161 0.0758
H -3.3182 -5.1761 0.6069
H -1.6972 -5.8033 0.8776
H -1.9483 -4.5055 -0.2935
H -3.6405 -4.5998 3.0989
H -2.2916 -3.8801 3.9865
H -2.1206 -5.4730 3.2642
H -0.0381 -3.2563 1.0737
H -0.0428 -4.7535 2.0078
H -0.1658 -3.1999 2.8232
```

*ii*
Density functional theory data (ωB97M-V/def2-TZVPD) for a structure of composition C40H54BrF4N9SSiSr.

LUMO level (eV): -0.2

Structure (XYZ):
```
111
C40H54BrF4N9SSiSr (ωB97M-V/def2-TZVPD)
Sr 0.8491 1.7471 -0.9147
C -1.1249 3.3988 1.4982
N 0.1796 3.7564 0.9462
C 0.1038 5.0776 0.3268
C 1.2074 3.7336 2.0052
C 1.7481 2.3292 2.2430
N 2.3894 1.8752 1.0297
C 3.6735 1.5718 0.9416
C 4.2321 1.3893 -0.3546
F 3.4133 1.6386 -1.4302
C 5.5286 1.0238 -0.6111
F 5.9215 0.8952 -1.8916
C 6.4340 0.7974 0.4125
C 5.9399 0.9777 1.6927
F 6.7606 0.7509 2.7387
C 4.6381 1.3349 1.9674
F 4.2888 1.4053 3.2730
H -1.0776 2.4111 1.9587
H -1.8697 3.3674 0.7037
H -1.4489 4.1187 2.2648
H -0.1290 5.8619 1.0617
H -0.6754 5.0889 -0.4361
H 1.0560 5.3260 -0.1440
H 0.7961 4.1703 2.9283
H 2.0355 4.3663 1.6800
H 0.9115 1.6579 2.4867
H 2.3814 2.3159 3.1275
H 7.4614 0.5291 0.2227
C 2.4266 -2.5698 -2.4437
C 2.6064 -2.4522 -3.8106
C 2.1335 -1.3190 -4.4529
C 1.4951 -0.3359 -3.7046
N 1.3194 -0.4554 -2.3851
C 1.7737 -1.5464 -1.7718
C 1.0219 0.9197 -4.3528
C 0.4840 0.8964 -5.6331
C 0.0768 2.0883 -6.2158
C 0.2374 3.2650 -5.5082
C 0.7772 3.1932 -4.2330
N 1.1506 2.0548 -3.6551
H 2.7803 -3.4236 -1.8826
H 3.1199 -3.2227 -4.3708
H 2.2840 -1.1784 -5.5138
H 1.6212 -1.6140 -0.6968
H 0.3598 -0.0456 -6.1487
H -0.3646 2.0878 -7.2036
H -0.0625 4.2269 -5.8997
H 0.8941 4.1041 -3.6558
N -1.4115 2.6053 -1.7935
C -1.9382 3.4053 -2.4511
C -2.4702 4.3900 -3.2686
C -1.5932 5.4479 -3.5825
N -0.8111 6.2678 -3.8134
C -3.7382 4.2334 -3.8616
N -4.7801 4.0924 -4.3375
S 1.8171 -1.6777 1.9876
C 3.3522 -2.3667 2.1035
N 4.3708 -1.9691 1.3211
C 5.7387 -2.4449 1.4838
C 5.7122 -3.8913 1.9402
C 4.8743 -3.9978 3.2020
N 3.5836 -3.3665 2.9730
H 4.2052 -1.1218 0.7976
H 6.2724 -1.8290 2.2151
H 6.2506 -2.3351 0.5289
H 6.7264 -4.2401 2.1325
H 5.2791 -4.5222 1.1610
H 5.3868 -3.5207 4.0434
H 4.7020 -5.0408 3.4678
H 2.7889 -3.6156 3.5367
C -4.1427 0.9607 2.3649
C -4.3432 0.1772 1.0595
C -5.7963 -0.3244 1.0310
C -4.1587 1.1801 -0.0899
Si -3.0990 -1.2820 0.9682
Br -1.0690 -0.3625 0.5277
C -3.3681 -2.4660 -0.5238
C -2.0909 -3.2155 -0.9304
C -4.4559 -3.5058 -0.2080
C -3.8102 -1.6749 -1.7633
C -2.8103 -2.1713 2.6428
C -1.9167 -3.4083 2.4705
C -4.1502 -2.6303 3.2426
C -2.0986 -1.2731 3.6668
H -4.8126 1.8263 2.3596
H -3.1228 1.3387 2.4677
H -4.3776 0.3740 3.2520
H -6.4636 0.5383 1.1274
H -6.0292 -1.0067 1.8507
H -6.0483 -0.8179 0.0925
H -4.7616 2.0687 0.1246
H -4.4965 0.7930 -1.0479
H -3.1263 1.5063 -0.2113
H -1.6703 -3.8276 -0.1368
H -1.3126 -2.5313 -1.2720
H -2.3363 -3.8805 -1.7655
H -4.1547 -4.1966 0.5797
H -4.6468 -4.1034 -1.1056
H -5.4051 -3.0540 0.0848
H -3.1133 -0.8694 -2.0081
H -4.8035 -1.2431 -1.6577
H -3.8439 -2.3558 -2.6201
H -2.3804 -4.1882 1.8682
H -1.7274 -3.8353 3.4612
H -0.9454 -3.1566 2.0381
H -4.7288 -3.2605 2.5643
H -4.7812 -1.7943 3.5455
H -3.9477 -3.2224 4.1411
H -1.0845 -1.0281 3.3485
H -2.0194 -1.8252 4.6093
H -2.6266 -0.3449 3.8768
```

Stability ranking, top entry: *ii*; the second entry is 59.3 kJ/mol less favorable.

*i*
Density functional theory data (ωB97M-V/def2-TZVPD) for a cluster of 2 separate species, CH2O3S in total.

LUMO level (eV): -0.2

Structure (XYZ):
```
7
CH2O3S (ωB97M-V/def2-TZVPD)
C -0.2364 -0.0993 -0.1147
O 1.4593 1.5561 1.2762
O 1.0954 -0.3813 -0.4712
O -1.2491 -1.0709 -0.0879
S 1.0909 0.1479 1.1768
H -0.7516 1.3759 -0.7996
H -1.4085 -1.5284 -0.9795
```

*ii*
Density functional theory data (ωB97M-V/def2-TZVPD) for a structure of composition CH2O3S.

LUMO level (spin up / spin down) (eV): -0.7 / -0.7

Structure (XYZ):
```
7
CH2O3S (ωB97M-V/def2-TZVPD)
C -1.5467 -1.0396 -0.8279
O 0.2298 -0.7631 1.4758
O -2.7571 -0.8916 -0.7923
O 0.0882 1.7151 1.0758
S -0.7239 0.2156 1.0510
H -1.1213 -1.8274 -1.5306
H 1.1449 1.6523 1.2044
```

*iii*
Density functional theory data (ωB97M-V/def2-TZVPD) for a cluster of 2 separate species, CH2O3S in total.

LUMO level (eV): -0.6

Structure (XYZ):
```
7
CH2O3S (ωB97M-V/def2-TZVPD)
C 0.2969 0.5083 -0.1073
O 1.6927 -2.1932 0.7788
O 1.2810 0.5161 0.5184
O 3.0123 -0.8967 2.2805
S 2.8477 -1.3399 0.8936
H -0.6041 1.1773 0.1121
H 0.0249 -0.2655 -0.9707
```

Stability ranking, top entry: *iii*; the second entry is 189.6 kJ/mol less favorable.

*i*
Density functional theory data (ωB97M-V/def2-TZVPD) for an isolated molecule of C2H4O3S.

LUMO level (eV): 0.5
SMILES: O=C(S)COO

Structure (XYZ):
```
10
C2H4O3S (ωB97M-V/def2-TZVPD)
O 1.3419 -1.5671 0.6097
C 0.9954 -0.5778 0.0503
S 1.7424 1.0637 -0.0136
C -0.2726 -0.4920 -0.7344
O -1.2211 0.4041 -0.1209
O -0.8540 0.8544 1.1349
H 3.0045 0.7223 0.3419
H -0.0115 -0.0393 -1.7638
H -0.7243 -1.4781 -0.8404
H -0.9941 1.8182 0.9761
```

*ii*
Density functional theory data (ωB97M-V/def2-TZVPD) for an isolated molecule of C2H4O3S.

LUMO level (eV): 0.2
SMILES: O=C(CO)SO

Structure (XYZ):
```
10
C2H4O3S (ωB97M-V/def2-TZVPD)
O -0.3463 1.7445 0.3083
C -0.3233 0.5685 0.2519
C 0.7905 -0.4153 0.5680
O 2.0298 0.1535 0.1860
S -2.1249 -0.6281 0.0913
O -3.2460 0.5696 -0.0054
H 0.7873 -0.3980 1.6075
H 0.5252 -1.3351 0.2209
H 1.7609 1.0459 -0.1247
H -3.5180 0.6769 -0.8914
```

Stability ranking, top entry: *ii*; the second entry is 155.1 kJ/mol less favorable.